The following is a quantum chemistry calculation of a 2-piece molecular cluster, C6H8O2 overall in a non-equilibrium geometry, from OMol25.

Calculated values
LUMO level (eV): 0.3
HOMO level (eV): -8.395
Orbital gap (eV): 8.7
Energy relative to the best compared isomer or geometry (same formula, charge and spin) (kJ/mol): 260.41

Structure (ORCA input):
```
! RIJCOSX wB97M-V def2-TZVPD def2/J DEFGRID3
* xyz 0 1
C 0.566 -0.446 -1.781
C 1.182 -0.968 1.461
C 0.270 0.715 0.488
C -0.347 -0.198 -0.618
C -0.395 0.970 1.643
C -1.600 -0.630 -0.591
O 1.275 1.512 0.041
O 0.658 -1.959 1.711
H 1.467 2.177 0.718
H 0.250 -1.325 -2.337
H 0.573 0.421 -2.442
H 1.594 -0.598 -1.444
H 0.051 1.600 2.398
H -1.264 0.412 1.924
H -1.990 -1.258 -1.381
H -2.288 -0.427 0.210
*
```